Molecular formula: C31H43F13NO5S
Method: DFT, ωB97M-V/def2-TZVPD

```
94
Properties=species:S:1:pos:R:3
C -7.166 1.076 -3.871
C -6.222 2.103 -3.200
S -4.624 2.094 -4.042
C -3.428 2.614 -2.756
C -2.048 2.123 -3.065
C -0.986 2.996 -3.139
C -1.175 4.479 -2.876
O -0.735 5.252 -3.706
O -1.838 4.945 -1.780
C -1.649 4.224 -0.586
F -0.375 4.399 -0.135
C -2.626 4.706 0.460
C -2.555 3.742 1.662
C 0.278 2.605 -3.473
C 0.483 1.325 -3.698
C 1.855 0.783 -4.029
F 2.530 0.635 -2.879
F 2.529 1.611 -4.795
F 1.763 -0.419 -4.592
N -0.521 0.460 -3.606
C -1.760 0.792 -3.297
C -2.710 -0.372 -3.234
C -3.486 -0.536 -1.936
C -2.604 -0.646 -0.721
F -1.719 -1.639 -0.918
F -1.929 0.501 -0.490
C -3.428 -0.932 0.569
F -3.927 0.240 0.975
F -4.464 -1.730 0.297
C -2.627 -1.596 1.722
F -3.459 -1.615 2.776
F -2.355 -2.858 1.430
C -1.360 -0.840 2.199
F -1.577 0.461 2.335
F -0.322 -1.027 1.390
F -1.036 -1.330 3.392
H -7.567 0.401 -3.125
H -6.670 0.524 -4.663
H -8.025 1.572 -4.307
H -6.120 1.815 -2.157
H -6.709 3.069 -3.237
H -3.729 2.291 -1.761
H -3.459 3.693 -2.751
H -1.791 3.148 -0.700
H -3.620 4.582 0.040
H -2.429 5.732 0.742
H -1.603 3.224 1.711
H -3.336 2.990 1.610
H -2.710 4.277 2.592
H 1.047 3.356 -3.529
H -0.314 -0.520 -3.776
H -3.431 -0.290 -4.039
H -2.158 -1.288 -3.437
H -4.034 -1.470 -2.011
H -4.232 0.230 -1.755
C 1.777 -4.343 2.168
C 0.524 -4.484 3.024
C -0.187 -5.645 2.345
O 0.833 -6.480 1.794
C 2.088 -5.795 1.835
H 2.601 -3.837 2.671
H 1.544 -3.788 1.253
H 0.800 -4.757 4.045
H -0.083 -3.583 3.067
H -0.824 -5.296 1.524
H -0.800 -6.228 3.033
H 2.705 -6.256 2.614
H 2.597 -5.912 0.877
C 2.275 0.118 3.103
C 3.716 0.232 3.586
C 3.557 1.092 4.831
O 2.263 0.795 5.369
C 1.511 0.042 4.418
H 2.095 -0.741 2.458
H 1.992 1.022 2.555
H 4.096 -0.755 3.858
H 4.394 0.663 2.853
H 3.588 2.159 4.584
H 4.317 0.890 5.585
H 1.444 -0.992 4.777
H 0.503 0.451 4.349
C 6.201 -1.381 -0.952
C 7.644 -1.277 -0.471
C 7.493 -0.412 0.773
O 6.199 -0.701 1.315
C 5.441 -1.452 0.365
H 6.013 -2.239 -1.596
H 5.924 -0.476 -1.499
H 8.018 -2.266 -0.198
H 8.323 -0.847 -1.205
H 7.531 0.653 0.524
H 8.254 -0.619 1.525
H 5.366 -2.484 0.725
H 4.433 -1.035 0.295
```

Properties
Electronic energy ... -3334.1900 Eh
Kohn-Sham gap ... 0.2192 hartree
Charge ... +1
Largest force on an atom ... 2.62 eV Å⁻¹
LUMO level ... -4.94 eV
Spin multiplicity ... 1